[1]
This record from the Open Molecules 2025 dataset describes a structure of composition C34H31IInN8O3PS2Te. The level of theory is ωB97M-V/def2-TZVPD.

Geometry as XYZ:
```
82
Properties=species:S:1:pos:R:3:forces:R:3:mulliken_charge:R:1
In -0.40381 -0.46051 0.45224 0.26 -0.23 -0.45 0.850
C -2.79121 -4.56614 0.82161 0.05 -0.05 -0.04 -1.918
C -2.27249 -3.18292 1.04133 0.02 0.11 -0.05 0.513
N -1.11907 -2.77879 0.68756 0.01 -0.04 0.03 1.197
N -0.23473 -3.60741 0.07505 -0.08 0.01 -0.02 -1.546
C 0.99684 -3.22339 0.30292 -0.09 0.02 0.29 0.281
N 1.98816 -3.93165 -0.27083 0.14 -0.09 -0.10 -0.369
S 1.46785 -1.93898 1.40149 -0.08 0.07 0.01 -0.569
C -3.06952 -2.18474 1.79973 0.03 -0.09 0.02 0.935
C -4.37870 -2.45804 2.18453 0.05 0.02 -0.01 -1.067
C -5.03943 -1.57376 3.02018 0.05 0.04 0.00 -0.574
C -4.36560 -0.45218 3.47069 -0.07 -0.06 -0.04 -1.246
C -3.07405 -0.24418 3.01590 0.02 -0.01 0.13 -0.177
N -2.43880 -1.06416 2.18895 0.03 -0.02 0.04 0.412
H -2.04923 -5.14025 0.27347 -0.02 0.00 0.02 0.408
H -3.71818 -4.54560 0.24755 -0.04 0.01 -0.04 0.372
H -2.99729 -5.06060 1.77225 -0.01 -0.01 0.03 0.384
H 1.71518 -4.52624 -1.03904 -0.01 0.00 0.01 0.301
H 2.86383 -3.44546 -0.36300 0.08 0.07 -0.06 0.104
H -4.86360 -3.36043 1.84364 -0.01 -0.01 -0.02 0.429
H -6.05792 -1.76892 3.32679 -0.03 0.00 0.01 0.445
H -4.82456 0.25655 4.14354 -0.02 0.02 0.03 0.437
H -2.52392 0.63304 3.33128 -0.01 -0.07 0.05 0.557
I -2.62555 2.30714 0.98851 -0.01 0.27 -0.12 0.143
C -3.77664 1.26383 -0.41964 -0.05 0.03 0.06 0.518
C -5.03586 1.77925 -0.56733 0.01 -0.03 0.00 -0.663
C -5.91152 1.26467 -1.53942 0.03 -0.02 0.00 -0.791
C -5.47112 0.27023 -2.35528 0.01 0.01 0.03 -0.947
C -4.16895 -0.26946 -2.22051 -0.06 -0.03 -0.04 1.050
C -3.76679 -1.27323 -3.13177 0.03 -0.02 0.00 -1.033
C -2.52467 -1.81498 -3.04670 -0.05 0.00 0.00 -1.306
C -1.66255 -1.41016 -2.00953 0.01 0.03 -0.02 0.236
C -1.98879 -0.45150 -1.07611 -0.04 0.11 0.02 0.587
C -3.26832 0.18389 -1.20523 -0.04 0.01 0.06 0.253
H -5.35677 2.60244 0.05493 0.00 0.01 0.01 0.435
H -6.90506 1.67855 -1.64236 -0.02 0.01 0.00 0.408
H -6.10849 -0.12859 -3.13432 -0.01 -0.01 -0.03 0.399
H -4.46669 -1.58401 -3.89773 -0.01 0.00 -0.02 0.360
H -2.19369 -2.56633 -3.75108 0.02 -0.01 -0.02 0.510
H -0.70121 -1.89930 -1.96448 0.10 -0.02 0.00 0.338
S 3.47713 6.07145 2.48497 -0.23 -0.21 -0.06 0.120
N 2.83465 5.65734 1.06195 0.01 -0.06 -0.09 -0.685
C 2.21770 4.49738 1.23170 0.10 0.19 -0.02 0.761
C 1.51198 3.74941 0.20974 -0.02 0.01 -0.03 0.544
C 1.35013 4.18135 -1.10904 -0.04 -0.03 0.02 -0.738
C 0.66396 3.37816 -1.99015 0.04 -0.07 -0.01 -1.234
C 0.18170 2.14495 -1.54742 0.07 0.02 -0.07 -0.613
N 0.32261 1.74450 -0.29992 0.06 -0.01 0.06 0.816
C 0.95499 2.52391 0.57230 0.06 0.01 0.03 -0.565
C 1.02018 2.03124 1.95526 0.05 0.12 -0.02 0.019
N 0.41117 0.86900 2.22430 -0.10 0.08 0.03 0.343
C 0.45313 0.38162 3.45414 -0.01 -0.07 0.11 -0.405
C 1.09388 1.04162 4.49890 -0.01 0.01 -0.02 -1.326
C 1.71706 2.24374 4.24281 -0.04 -0.06 -0.02 -0.545
C 1.68556 2.75583 2.94686 0.00 0.00 0.00 0.307
C 2.30656 4.01067 2.56240 0.08 0.14 0.14 0.794
N 2.98317 4.81331 3.36981 0.04 -0.11 0.03 -0.717
H 1.76225 5.13504 -1.41021 0.01 0.01 -0.01 0.535
H 0.51843 3.66826 -3.02077 0.00 0.00 0.00 0.494
H -0.31902 1.45390 -2.21466 -0.01 -0.02 -0.03 0.632
H -0.02547 -0.58073 3.59367 -0.01 0.01 0.03 0.690
H 1.10073 0.60229 5.48535 0.00 -0.01 0.02 0.457
H 2.23230 2.79395 5.01786 0.01 0.01 0.02 0.548
C 5.18523 -3.02761 -2.07579 -0.04 0.06 0.00 -1.571
C 4.92499 -1.57463 -1.74530 0.10 0.03 -0.07 0.003
O 3.59303 -1.39577 -1.24905 -0.20 -0.18 0.09 0.218
P 2.48780 -0.51685 -2.03858 -0.06 0.15 -0.15 -1.436
O 1.16624 -0.68246 -1.35711 -0.08 -0.21 0.18 0.519
Te 2.56337 -0.92217 -4.35486 -0.01 0.01 0.00 -0.335
O 2.91835 1.00300 -1.68362 -0.18 0.02 0.13 0.098
C 4.07235 1.63526 -2.21879 0.09 0.12 -0.16 -0.392
C 5.07948 1.88293 -1.11733 0.07 -0.01 -0.02 -0.952
H 6.21467 -3.15224 -2.41202 0.04 0.02 -0.03 0.408
H 4.51960 -3.35556 -2.87399 -0.03 0.00 0.01 0.282
H 5.04809 -3.65904 -1.19810 -0.04 -0.04 0.05 0.391
H 5.06887 -0.95946 -2.63713 0.06 -0.11 0.02 0.280
H 5.59867 -1.22384 -0.95979 0.00 -0.03 -0.04 0.194
H 3.73698 2.57944 -2.65862 0.06 -0.03 0.00 0.333
H 4.48666 1.03138 -3.03297 -0.02 0.12 0.05 0.366
H 4.66284 2.54208 -0.35603 -0.04 0.04 0.05 0.145
H 5.97642 2.35266 -1.52337 0.02 0.02 -0.01 0.405
H 5.36448 0.94702 -0.63718 0.00 0.03 0.00 0.162
```
Positions in Å, forces in eV/Å.

## Properties
- spin multiplicity = 1
- relative energy (zero: lowest compared OMol25 entry of this formula, charge and spin) (kcal/mol) = 20.8
- strongest force on any atom (Eh/bohr) = 0.01106
- net charge = 0
- electronic energy (eV) = -105355.9799
- molecular weight (g/mol) = 1064.105


[2]
This record from the Open Molecules 2025 dataset describes a structure of composition C34H31N6O6PtS at a distorted geometry. The level of theory is ωB97M-V/def2-TZVPD.

Geometry as XYZ:
```
79
Properties=species:S:1:pos:R:3:forces:R:3:mulliken_charge:R:1
Pt 0.23157 0.23704 -1.31839 -1.21 -2.03 0.02 3.254
C 1.01122 0.40797 -4.30203 0.06 0.04 -0.22 -1.292
C 0.58394 -0.98673 -4.70947 0.07 -0.01 -0.01 -0.856
C 0.55321 -2.03277 -3.63491 -0.01 0.13 -0.20 0.698
C 1.01445 -3.31276 -3.90222 -0.12 -0.01 0.05 -0.982
C 0.87976 -4.30378 -2.94712 0.02 -0.02 0.02 -0.521
C 0.26495 -3.99865 -1.74445 -0.06 -0.03 -0.09 -0.976
C -0.15189 -2.70355 -1.53817 -0.18 -0.03 0.14 0.083
N -0.01351 -1.73946 -2.45927 0.64 0.65 0.81 0.093
N 0.07337 1.12161 -3.40396 0.35 0.23 1.08 -0.304
C -1.33578 1.11622 -3.86049 -0.13 -0.04 -0.05 -2.212
C -2.31076 0.32439 -3.02033 0.20 0.23 -0.27 1.480
C -3.59308 0.09204 -3.49231 -0.03 -0.07 0.03 -0.927
C -4.51015 -0.54874 -2.67676 -0.01 0.01 0.01 -0.556
C -4.12541 -0.94694 -1.40544 0.06 0.02 -0.08 -1.032
C -2.82576 -0.69876 -1.00848 0.04 -0.12 0.26 -0.379
N -1.95238 -0.08343 -1.80782 0.68 0.54 0.96 0.284
C 0.55274 2.52086 -3.24278 0.03 0.22 0.00 -1.649
C -0.20387 3.25348 -2.15585 -0.08 -0.08 -0.02 0.665
C -0.07566 4.61947 -1.94954 0.14 -0.01 -0.06 -1.006
C -0.79330 5.19500 -0.91728 -0.03 0.01 0.01 -0.444
C -1.61928 4.39851 -0.13326 0.02 0.00 0.08 -0.975
C -1.67435 3.04654 -0.40604 0.02 0.14 -0.18 -0.233
N -0.98827 2.49610 -1.40653 -0.63 0.70 -0.11 0.270
H 1.13819 1.00212 -5.21410 -0.05 0.03 0.01 0.539
H 1.97229 0.37325 -3.78945 -0.02 0.06 -0.01 0.436
H 1.28125 -1.30914 -5.48301 -0.02 -0.02 0.01 0.578
H -0.40082 -0.97385 -5.18517 0.01 -0.02 -0.04 0.308
H 1.47316 -3.52358 -4.85809 -0.01 0.03 -0.01 0.495
H 1.24995 -5.30163 -3.14027 0.01 0.00 0.01 0.427
H 0.13732 -4.73665 -0.96670 -0.02 0.03 0.03 0.514
H -0.59386 -2.41188 -0.59481 0.06 -0.03 0.06 0.072
H -1.38942 0.76091 -4.89013 0.02 0.02 -0.02 0.857
H -1.69985 2.14427 -3.87431 0.02 -0.01 0.01 0.725
H -3.87028 0.41945 -4.48617 0.04 0.01 0.01 0.543
H -5.51681 -0.73052 -3.02812 0.00 0.00 0.00 0.437
H -4.81075 -1.44557 -0.73557 0.03 0.01 0.02 0.544
H -2.46013 -0.99790 -0.03319 -0.01 0.00 0.02 0.201
H 0.44392 3.06165 -4.19031 0.03 -0.11 -0.06 0.674
H 1.61275 2.47826 -2.98983 -0.03 -0.01 -0.01 0.641
H 0.58367 5.20922 -2.57321 -0.02 0.02 0.00 0.521
H -0.71040 6.25567 -0.72163 -0.01 0.00 -0.01 0.438
H -2.19962 4.81683 0.67704 0.02 0.01 0.01 0.464
H -2.28348 2.37075 0.18485 -0.02 0.02 0.02 0.386
O 4.37204 -0.47432 -0.72711 -0.06 0.11 -0.07 -0.714
S 2.98827 -0.16443 -0.73933 0.45 -0.44 0.54 1.027
O 2.63349 0.32773 0.72977 -0.30 0.29 -0.37 -0.184
O 2.06100 -1.29791 -0.95988 0.57 0.05 -0.24 -0.493
O 2.55915 0.91626 -1.65575 -0.27 -0.10 -0.11 -0.572
O 0.80504 1.68336 0.18502 -0.54 -0.03 -1.76 -0.749
C 1.23459 0.71953 0.99192 0.18 -0.49 1.43 0.398
N 1.20957 1.00053 2.40398 0.40 0.76 -0.52 -0.172
C 0.75296 -0.15278 3.09157 -0.95 -1.13 -1.16 2.691
C -0.09382 -1.02647 1.78215 0.33 0.56 2.02 -0.913
O -0.84166 -1.92585 2.01761 -0.61 -0.64 -0.55 -0.594
N 0.32353 -0.37056 0.73776 0.66 0.59 -2.00 0.628
C -0.24481 0.19243 4.16099 0.01 0.02 0.04 -0.575
C 0.15824 0.22847 5.49224 -0.06 -0.01 -0.02 -0.373
C -0.72007 0.66433 6.47358 -0.04 -0.01 0.01 -0.877
C -2.00749 1.05275 6.13511 0.01 0.01 -0.01 -0.462
C -2.41791 1.00859 4.80873 0.00 0.00 0.02 -0.899
C -1.53832 0.58665 3.82633 0.03 0.00 0.05 -0.049
C 1.81500 -1.13041 3.49082 0.36 0.09 0.36 -0.283
C 1.44939 -2.38218 3.99464 0.02 0.12 -0.08 -0.148
C 2.41729 -3.24396 4.47449 0.13 -0.02 -0.06 -0.887
C 3.75702 -2.87034 4.45002 0.00 0.03 0.00 -0.416
C 4.12419 -1.63248 3.93988 0.03 -0.16 0.04 -1.020
C 3.15974 -0.76261 3.45953 -0.21 -0.04 0.05 -0.387
H 0.66329 1.83475 2.58273 -0.01 -0.11 0.02 0.514
H 1.16205 -0.07706 5.75671 0.00 0.00 0.00 0.471
H -0.39710 0.69662 7.50538 0.00 0.01 0.01 0.411
H -2.69087 1.39122 6.90221 -0.01 -0.02 0.01 0.406
H -3.42712 1.29412 4.54297 -0.01 0.02 0.01 0.423
H -1.86656 0.54250 2.79392 0.01 0.02 -0.01 0.236
H 0.40841 -2.67654 3.99840 -0.02 0.04 0.07 0.499
H 2.13005 -4.21028 4.86657 0.00 -0.01 0.01 0.431
H 4.51287 -3.54428 4.83099 0.01 0.00 0.00 0.428
H 5.16521 -1.33988 3.92024 0.02 -0.01 0.00 0.445
H 3.43444 0.20722 3.07089 0.01 -0.02 0.04 0.475
```
Positions in Å, forces in eV/Å.

## Properties
- spin multiplicity = 1
- relative energy (zero: lowest compared OMol25 entry of this formula, charge and spin) (kcal/mol) = 128.2
- strongest force on any atom (Eh/bohr) = 0.04609
- net charge = +1
- electronic energy (eV) = -71059.4779
- molecular weight (g/mol) = 846.803


[3]
This record from the Open Molecules 2025 dataset describes a structure of composition C34H31N6OPPd. The level of theory is ωB97M-V/def2-TZVPD.

Geometry as XYZ:
```
74
Properties=species:S:1:pos:R:3:forces:R:3:mulliken_charge:R:1
Pd -1.49089 0.03877 -0.24790 0.09 0.03 0.12 0.096
C 5.85257 -0.54501 -2.04413 0.00 0.00 0.00 -0.448
C 5.12560 -1.54165 -1.40430 0.00 -0.01 0.00 -0.726
C 3.81770 -1.30266 -1.01789 -0.01 0.00 0.00 -0.029
C 3.21802 -0.06165 -1.23946 0.00 0.04 0.00 -0.200
C 3.95343 0.92703 -1.88674 0.00 -0.01 0.00 -0.125
C 5.26172 0.68409 -2.28961 0.00 0.00 0.00 -0.857
P 1.46969 0.12725 -0.70163 0.00 0.01 -0.17 0.462
C 1.09132 1.80761 -1.32059 -0.06 0.02 0.03 0.705
C 1.39178 2.98093 -0.63309 0.03 0.02 -0.01 0.036
C 1.08427 4.21586 -1.18757 0.01 -0.01 0.01 -0.783
C 0.47585 4.29055 -2.43375 0.01 -0.02 -0.02 -0.480
C 0.16118 3.12714 -3.12037 0.03 0.04 -0.03 -0.750
C 0.46042 1.89330 -2.56117 0.03 -0.04 0.01 -0.574
C 1.68795 0.36480 1.10776 0.06 0.00 0.03 0.419
C 2.92163 0.67358 1.62485 -0.01 -0.01 0.00 0.014
C 3.16193 0.70505 3.01347 0.00 0.00 0.01 -0.995
C 2.16021 0.39161 3.87924 0.01 0.00 -0.01 -0.954
C 0.86566 0.06946 3.40051 -0.02 -0.01 -0.01 0.935
C -0.16094 -0.25922 4.31980 0.02 0.01 0.01 -0.860
C -1.41343 -0.56007 3.87653 -0.03 -0.02 0.00 -1.024
C -1.69759 -0.50963 2.49503 0.04 -0.01 0.02 -0.034
C -0.73944 -0.18108 1.56606 0.01 0.10 0.08 0.491
C 0.59872 0.08160 2.00068 -0.05 -0.01 -0.02 -0.131
H 6.87220 -0.73132 -2.35579 0.00 0.00 0.00 0.378
H 5.57715 -2.50769 -1.21690 0.00 0.00 0.00 0.405
H 3.24909 -2.08852 -0.53109 0.00 0.00 0.00 0.379
H 3.50602 1.89351 -2.08045 0.00 0.00 0.00 0.404
H 5.81973 1.46263 -2.79429 0.00 0.00 0.00 0.419
H 1.87384 2.92971 0.33642 -0.01 0.00 0.01 0.415
H 1.32395 5.12326 -0.64628 0.00 0.00 0.00 0.421
H 0.22929 5.25413 -2.86112 0.01 0.00 -0.01 0.403
H -0.33973 3.17907 -4.07817 -0.01 -0.01 0.00 0.425
H 0.18790 0.98359 -3.08462 -0.02 0.01 0.00 0.276
H 3.74717 0.87841 0.95550 0.00 0.00 -0.01 0.494
H 4.14892 0.95819 3.37897 0.00 0.00 0.00 0.429
H 2.33278 0.38279 4.94919 0.00 0.00 0.00 0.417
H 0.07241 -0.26525 5.37798 0.00 0.00 0.00 0.421
H -2.19789 -0.81668 4.57806 0.00 0.00 0.00 0.389
H -2.71306 -0.70470 2.16627 -0.01 0.00 0.01 0.472
N -1.86638 3.96216 1.17004 -0.01 0.00 0.01 0.004
C -2.25287 4.15235 -0.13627 -0.04 -0.02 -0.02 -1.010
C -2.19146 2.93147 -0.72280 -0.08 0.04 0.08 -0.777
N -1.78411 2.00843 0.21635 0.03 0.04 -0.17 0.344
C -1.58760 2.65958 1.34333 -0.04 -0.04 0.02 -0.609
H -1.81076 4.66529 1.88489 0.01 0.00 0.00 0.221
H -2.53897 5.11089 -0.52845 0.02 0.01 0.01 0.444
H -2.40525 2.64719 -1.73502 -0.04 -0.03 -0.07 0.775
H -1.26502 2.22780 2.27484 0.01 0.01 0.00 0.474
C 0.76308 -4.66556 0.25506 0.00 -0.01 0.01 -1.609
C -0.64525 -4.26688 0.71801 0.08 0.01 0.01 2.158
C -0.67772 -4.08062 2.24072 -0.02 0.02 0.01 -1.654
C -1.68696 -5.29908 0.26971 0.02 0.01 0.00 -1.789
C -0.96635 -2.97584 0.09456 -0.02 -0.15 -0.33 -0.215
N -1.19229 -1.98151 -0.42726 -0.16 -0.09 0.35 -0.331
H 1.02599 -5.61980 0.71276 0.00 0.00 0.00 0.451
H 1.49618 -3.91922 0.56202 0.00 0.00 0.00 0.310
H 0.80727 -4.77408 -0.82845 0.00 0.00 0.00 0.403
H -0.41965 -5.03088 2.70974 0.00 0.01 0.01 0.478
H -1.66874 -3.78075 2.58087 0.00 0.00 0.00 0.393
H 0.03579 -3.32141 2.56272 0.00 0.01 -0.01 0.271
H -1.43049 -6.26665 0.70203 0.00 0.00 0.01 0.418
H -1.70274 -5.39879 -0.81544 0.00 -0.01 0.00 0.393
H -2.68387 -5.02156 0.61174 0.00 0.00 -0.01 0.410
N -4.27056 -1.08243 -1.34580 0.00 0.01 -0.02 -0.345
C -3.84877 0.04482 -2.01327 -0.01 -0.12 -0.13 0.981
O -2.60398 0.28805 -2.06869 0.05 0.15 0.09 -0.680
C -4.81838 0.87863 -2.59961 0.03 -0.08 0.04 0.376
C -6.18538 0.51710 -2.54205 -0.03 0.12 -0.24 -0.184
N -7.29354 0.19346 -2.51217 0.02 -0.08 0.13 -0.557
C -4.42263 2.04867 -3.28938 0.07 0.02 0.07 0.025
N -4.07539 3.00456 -3.83586 0.03 0.00 0.02 -0.660
H -3.57008 -1.80231 -1.27177 -0.01 0.02 0.03 0.139
H -5.21024 -1.40190 -1.52654 -0.01 0.03 0.04 0.221
```
Positions in Å, forces in eV/Å.

## Properties
- spin multiplicity = 1
- relative energy (zero: lowest compared OMol25 entry of this formula, charge and spin) (kcal/mol) = 23.4
- strongest force on any atom (Eh/bohr) = 0.00775
- net charge = 0
- electronic energy (eV) = -59518.6550
- molecular weight (g/mol) = 677.057